1.
{
  "formula": "CH6N3O",
  "method": "wB97M-V/def2-TZVPD",
  "gap_ev": [7.117, 7.119],
  "lumo_ev": [4.90, 4.90],
  "molar_mass_g_mol": 76.1,
  "total_charge": -1,
  "species": ["C", "N", "N", "N", "O", "H", "H", "H", "H", "H", "H"],
  "xyz": [[-0.311, 0.954, -1.024], [-0.059, -1.435, 1.201], [-0.320, -0.148, 1.392], [0.801, 0.659, -0.184], [1.433, -0.437, -0.601], [-1.036, 1.442, -0.391], [-0.041, 1.669, -1.739], [-0.814, 0.108, -1.571], [-0.874, -1.830, 0.654], [1.051, -1.211, 0.036], [0.170, 0.230, 2.227]],
  "forces_ev_per_angstrom": [[-1.1282, -0.8853, 0.3212], [-0.4476, -0.3903, 0.3131], [-0.3402, -0.0948, -0.9015], [-0.3050, 1.0813, 1.7983], [0.3827, -1.6952, -0.0678], [-0.5704, 0.1164, 0.2352], [0.5738, 1.1371, -1.6162], [0.4928, 0.2317, 0.6124], [1.0326, 0.7306, 0.3443], [-0.2672, 0.3083, 0.0122], [0.5768, -0.5397, -1.0511]]
}

---

2.
{
  "formula": "C3H4OSc",
  "method": "wB97M-V/def2-TZVPD",
  "gap_ev": [8.399, 6.495],
  "lumo_ev": [-10.15, -12.03],
  "multiplicity": 2,
  "s2": 0.753,
  "molar_mass_g_mol": 101.0,
  "total_charge": 2,
  "species": ["C", "C", "C", "H", "H", "H", "H", "O", "Sc"],
  "xyz": [[-0.399, -0.179, 0.820], [0.916, 0.567, 0.855], [0.609, -0.972, 0.824], [-1.461, 0.016, 0.901], [1.139, 1.088, 1.802], [1.163, 1.121, -0.066], [1.035, -1.972, 0.822], [-1.714, 0.470, -2.077], [-1.288, -0.138, -3.882]],
  "forces_ev_per_angstrom": [[-2.8459, 4.3363, 0.3511], [-2.5356, -3.1949, -0.1479], [4.8146, -0.5558, 0.0231], [0.0096, -0.3082, -0.0108], [0.0583, -0.0268, -0.1224], [0.5171, -0.3019, 0.1610], [-0.1138, 0.1649, -0.0989], [2.1920, -2.7824, -7.3647], [-2.0963, 2.6688, 7.2095]]
}

---

3.
{
  "formula": "C29H79NO21",
  "method": "wB97M-V/def2-TZVPD",
  "gap_ev": 6.998,
  "lumo_ev": -0.22,
  "molar_mass_g_mol": 777.9,
  "total_charge": 0,
  "species": ["C", "C", "O", "O", "H", "H", "H", "H", "H", "H", "C", "C", "O", "O", "H", "H", "H", "H", "H", "H", "C", "C", "O", "O", "H", "H", "H", "H", "H", "H", "C", "C", "O", "O", "H", "H", "H", "H", "H", "H", "C", "C", "O", "O", "H", "H", "H", "H", "H", "H", "C", "C", "O", "O", "H", "H", "H", "H", "H", "H", "C", "C", "O", "O", "H", "H", "H", "H", "H", "H", "C", "C", "O", "O", "H", "H", "H", "H", "H", "H", "C", "C", "O", "O", "H", "H", "H", "H", "H", "H", "C", "C", "O", "O", "H", "H", "H", "H", "H", "H", "C", "C", "C", "C", "C", "C", "N", "O", "C", "C", "C", "H", "H", "H", "H", "H", "H", "H", "H", "H", "H", "H", "H", "H", "H", "H", "H", "H", "H", "H"],
  "xyz": [[-16.121, -2.102, -10.709], [-14.769, -2.593, -11.031], [-14.589, -3.008, -12.360], [-17.154, -2.945, -11.302], [-16.348, -1.140, -11.170], [-16.329, -1.875, -9.663], [-14.634, -3.563, -10.554], [-13.976, -1.999, -10.577], [-15.287, -3.660, -12.457], [-17.521, -3.567, -10.669], [-16.757, -5.148, -9.511], [-16.206, -6.351, -10.432], [-17.058, -7.502, -10.112], [-15.853, -4.082, -9.339], [-16.805, -5.572, -8.508], [-17.772, -4.939, -9.848], [-15.212, -6.639, -10.090], [-16.067, -5.950, -11.436], [-17.007, -8.139, -10.829], [-16.023, -3.574, -8.542], [-18.006, -5.590, -13.199], [-19.391, -4.837, -12.811], [-19.266, -3.815, -11.823], [-17.925, -6.937, -12.624], [-17.212, -5.130, -12.610], [-17.954, -5.549, -14.287], [-20.197, -5.534, -12.579], [-19.785, -4.352, -13.704], [-18.811, -3.077, -12.236], [-17.081, -7.301, -12.900], [-15.599, -5.725, -16.458], [-14.058, -6.032, -16.625], [-13.639, -7.071, -15.755], [-16.159, -5.639, -15.135], [-16.133, -6.483, -17.031], [-15.881, -4.743, -16.839], [-13.579, -5.116, -16.280], [-13.746, -6.198, -17.656], [-14.026, -6.956, -14.884], [-17.015, -6.071, -15.180], [-22.690, -4.948, -12.902], [-23.218, -3.501, -12.584], [-24.637, -3.484, -12.495], [-21.435, -4.814, -13.637], [-23.433, -5.448, -13.523], [-22.353, -5.483, -12.014], [-23.014, -2.643, -13.225], [-22.854, -3.216, -11.597], [-24.849, -4.247, -11.953], [-21.016, -5.665, -13.486], [-20.462, -2.252, -10.749], [-20.098, -3.229, -9.643], [-18.737, -3.694, -9.678], [-19.988, -0.968, -10.441], [-21.541, -2.181, -10.889], [-20.165, -2.696, -11.700], [-20.688, -4.134, -9.497], [-20.311, -2.659, -8.739], [-18.544, -4.124, -10.515], [-19.100, -1.255, -10.215], [-21.446, -8.031, -12.809], [-20.829, -8.414, -14.214], [-19.418, -8.141, -14.039], [-21.109, -6.875, -12.131], [-21.204, -8.906, -12.205], [-22.535, -8.035, -12.868], [-21.207, -7.813, -15.041], [-21.029, -9.441, -14.518], [-19.320, -7.641, -13.225], [-21.265, -7.087, -11.208], [-13.852, -6.601, -12.840], [-12.510, -6.036, -13.441], [-11.735, -5.614, -12.358], [-14.792, -7.065, -13.910], [-14.374, -5.768, -12.370], [-13.597, -7.263, -12.013], [-12.572, -5.196, -14.133], [-11.962, -6.810, -13.979], [-12.070, -4.763, -12.069], [-15.567, -7.344, -13.418], [-20.194, -2.148, -13.662], [-18.676, -2.046, -13.393], [-18.004, -3.117, -14.096], [-20.980, -1.318, -12.979], [-20.562, -3.163, -13.508], [-20.276, -1.863, -14.710], [-18.457, -2.150, -12.330], [-18.275, -1.097, -13.751], [-17.097, -2.804, -14.050], [-20.722, -1.242, -12.058], [-16.267, -8.115, -13.714], [-17.062, -9.394, -13.543], [-16.311, -10.313, -12.776], [-15.995, -7.550, -12.402], [-16.742, -7.381, -14.365], [-15.387, -8.431, -14.274], [-17.535, -9.860, -14.407], [-17.964, -9.334, -12.935], [-16.685, -11.197, -12.798], [-15.725, -8.291, -11.856], [-19.248, -9.213, -17.301], [-19.367, -7.672, -17.736], [-20.890, -7.685, -18.218], [-21.431, -6.276, -18.472], [-21.292, -5.371, -17.218], [-19.972, -5.522, -16.405], [-19.309, -6.831, -16.573], [-18.266, -7.157, -15.694], [-18.980, -4.313, -16.726], [-20.439, -5.503, -14.908], [-18.291, -7.238, -18.797], [-19.417, -9.745, -18.237], [-19.936, -9.371, -16.470], [-18.352, -9.509, -16.757], [-21.106, -8.378, -19.032], [-21.394, -8.228, -17.418], [-22.500, -6.268, -18.682], [-20.804, -5.820, -19.239], [-22.252, -5.499, -16.718], [-21.510, -4.334, -17.474], [-19.373, -3.309, -16.565], [-18.219, -4.340, -15.946], [-18.520, -4.320, -17.714], [-20.799, -4.505, -14.657], [-21.193, -6.226, -14.596], [-19.559, -5.670, -14.287], [-17.295, -7.525, -18.460], [-18.493, -6.244, -19.195], [-18.491, -7.901, -19.639], [-18.761, -7.298, -14.883]],
  "forces_ev_per_angstrom": [[-2.1494, 1.1780, -1.0834], [1.3899, -2.2103, 1.2506], [0.1878, 1.2757, -1.5185], [2.9660, 1.1276, -0.1776], [0.4084, 0.2985, -0.4757], [0.2833, -0.4063, 0.0996], [0.1393, 0.8492, 0.5638], [0.1025, 0.6241, -0.8674], [-0.1324, -0.1983, -0.4550], [2.0031, 1.5697, -0.0171], [1.3003, -3.8082, 0.8228], [-0.0068, 1.7964, 3.1112], [0.5070, 1.3947, -0.2005], [-0.3060, -0.9868, 0.2328], [-0.8067, -0.5000, -0.0453], [1.8363, -1.3222, 0.7903], [0.2964, 0.2615, 0.0766], [-0.8647, -0.3262, 0.5748], [-0.6326, 0.2604, 0.2579], [-0.3926, -0.4212, 0.1968], [-1.4615, 0.3332, 3.1145], [3.8109, 0.2126, 0.6973], [0.4542, -7.4599, -2.3210], [-6.1710, 3.6590, -0.5282], [0.1619, 0.9973, -1.0606], [0.2037, 0.2611, 1.2274], [2.9983, 0.8909, 2.0096], [2.8191, 0.1462, 1.9643], [0.1468, -1.9444, 0.1717], [-4.3114, 2.0079, 1.3306], [-0.0969, -0.0567, -0.7866], [-0.9149, 0.7085, 2.6481], [2.0365, -0.3175, -4.8404], [1.3544, 0.7639, -0.8792], [-0.2329, -0.0439, 0.1181], [0.5620, 0.0246, -0.9140], [0.4295, 0.3943, -0.2224], [-0.4017, -0.2420, 0.0062], [-0.5125, 0.1767, -0.5865], [-0.0392, -0.0035, -1.2608], [0.3957, 2.8375, 0.2485], [-0.4851, -0.4838, 0.7865], [-0.2486, -0.5512, -0.0432], [-13.8637, 3.2862, 11.1123], [-0.0606, -0.3677, 0.0426], [-1.5232, 0.3946, 0.1353], [0.6639, -0.6780, -0.5176], [0.3138, -0.0626, -0.0242], [-0.5054, 0.0211, 0.1312], [-1.3218, 0.7887, 0.8505], [-2.6933, -1.3200, 1.5174], [-0.1891, -0.1561, 0.3936], [-2.2327, 2.3885, 4.6050], [0.8306, 0.1626, 0.3068], [-0.2131, -0.0149, 0.9198], [-1.0477, 1.6268, 1.7881], [-0.6127, 0.0802, -0.7402], [0.7658, -0.0926, 0.4142], [-3.1334, -0.2620, -0.7402], [0.8574, 1.1212, 0.2205], [-2.0458, -3.5146, -1.3212], [0.4978, 1.8017, 1.1736], [-3.4778, -2.4327, 0.2337], [1.1464, -1.2371, 0.4050], [0.1673, -0.0292, 0.2830], [-0.3251, -0.2499, -0.4585], [0.0377, -0.1667, 0.1266], [0.1324, -0.2550, 0.7446], [0.8980, 0.2367, 0.9528], [0.3011, 0.3135, 0.2653], [0.1648, 2.0110, -2.1741], [-0.5935, -0.6135, 0.1421], [0.6881, 0.0553, 0.8757], [11.0204, 6.6149, 2.4703], [0.2436, 0.2747, 0.0699], [-0.0336, -0.7706, -0.4730], [-0.8277, -0.1315, -0.1793], [-0.0540, -0.0946, 0.2158], [-0.0361, 0.1275, 0.0582], [7.5837, 7.6155, -0.0234], [1.5706, -0.8439, -2.2092], [-0.4923, 0.6992, -1.8140], [-0.0447, 1.7116, 0.4474], [-1.8937, 3.4938, 0.2769], [0.2789, 0.8869, -0.4078], [-0.2373, -0.3794, -0.3205], [1.1593, 3.1194, -0.6908], [-0.1783, 0.2222, 0.2232], [0.5646, -0.5196, -0.3187], [-0.0092, 0.8270, -0.9433], [-8.0214, -14.1775, -5.9879], [-2.8273, -0.9257, 1.6090], [1.9005, -0.2698, 0.1508], [1.4680, -5.7298, 5.5596], [0.1566, -0.9318, 0.3333], [-1.0881, -1.9501, 0.0122], [0.9775, 0.4295, -0.8711], [-0.1176, 0.9834, 0.0739], [-0.0856, 0.1430, -0.0905], [0.6575, -0.6555, 0.1212], [0.7716, 1.7684, 0.2122], [-0.2544, -1.0598, -0.0015], [0.7296, 0.5820, 0.4436], [0.7560, 0.3076, 0.9363], [-0.3794, -0.6383, -0.8751], [-0.0316, -0.1088, 0.5175], [-1.7631, -0.3838, -0.7052], [1.5321, 1.9260, -2.8125], [-0.3148, -0.6995, 1.1486], [6.0865, -2.2222, -9.8437], [-1.8405, -1.9081, -0.2540], [-0.0835, -0.6156, 0.5259], [-0.8068, -0.1804, -0.6822], [0.7383, 0.2350, -0.8580], [0.6231, 0.2854, -0.6087], [-0.3541, 0.5816, 0.4335], [0.1797, -0.1092, -0.7130], [-0.4352, -0.0907, -0.5520], [0.3559, -0.8909, 1.2541], [0.9397, 0.3111, -0.4509], [-0.6844, -0.1153, -0.1222], [0.3790, -0.1936, -0.4495], [-0.1319, -0.4031, -0.0211], [2.2642, -0.0027, -4.9249], [0.3544, -0.7920, -3.2930], [-1.0043, -0.9328, -1.8233], [0.0053, 0.7706, 0.0981], [0.5822, 0.1770, 0.5029], [0.1945, -0.1136, -0.4184], [-0.2952, -0.8559, 0.3645]]
}

---

Listing energy for the structures above in their given order: -281.05416, -951.75443, -2785.49749 Ha.
Listing strongest force on any atom for the structures above in their given order: 2.12, 8.17, 18.07 eV Å⁻¹.
Listing ΔE to the lowest compared entry with this formula, charge and spin for the structures above in their given order: 38.2, 0.0, 911.9 kcal/mol.